ORCA calculation (ωB97M-V with the def2-TZVPD basis set) on C41H38ClIrN9O4 as an isolated structure.

## Properties
**Net charge**: +2
**HOMO-LUMO gap (alpha / beta)**: 6.337 / 5.363 eV
**Total energy**: -80080.041 eV
**2S+1**: 6
**Molecular weight**: 948.48 Da
**Relative energy (zero: lowest compared OMol25 entry of this formula, charge and spin)**: 0.0000 eV

Structure (XYZ):
```
94
Properties=species:S:1:pos:R:3:mulliken_spin:R:1
Ir 0.81588 1.11042 -0.10452 2.57
O 1.11657 0.91697 2.43465 0.06
C 1.35203 2.26863 2.83238 0.02
C 2.36429 2.85348 1.89369 0.06
C 3.33084 3.72758 2.35839 0.01
C 4.20482 4.31750 1.46083 0.01
C 4.08656 4.01204 0.11540 0.01
C 3.11510 3.11603 -0.27272 0.07
N 2.27190 2.53123 0.59244 -0.14
H 0.39398 0.55554 2.96077 -0.01
H 1.73676 2.31170 3.85121 0.00
H 0.42454 2.84969 2.77831 0.00
H 3.39453 3.93110 3.41857 0.00
H 4.96393 5.00721 1.80551 0.00
H 4.73363 4.46022 -0.62453 0.00
H 2.99095 2.83932 -1.31025 -0.02
C -8.99734 -8.66796 0.29208 0.00
O -7.59789 -8.82133 0.49687 0.00
C -6.81499 -7.73541 0.39982 0.00
C -7.27816 -6.45161 0.11536 0.00
C -6.37401 -5.40438 0.03944 0.00
C -5.01382 -5.60840 0.24025 0.00
C -4.56279 -6.90258 0.52736 0.00
C -5.44717 -7.94966 0.60618 0.00
C -4.04220 -4.52469 0.16247 0.00
N -2.75414 -4.63531 0.42319 0.00
C -2.23685 -3.39225 0.22179 0.00
C -3.21556 -2.49939 -0.16955 0.00
N -4.36765 -3.24333 -0.20811 0.00
C -2.95226 -1.12965 -0.45948 -0.01
C -3.88385 -0.17317 -0.89913 0.01
C -3.46710 1.10742 -1.16836 0.00
C -2.12374 1.44187 -0.98592 0.00
N -1.23712 0.56276 -0.54714 0.02
C -1.62048 -0.71074 -0.30023 -0.01
C -0.58155 -1.63467 0.10097 0.00
N 0.67460 -1.13854 0.18208 0.21
C 1.66022 -1.94700 0.52605 -0.03
C 1.45304 -3.30324 0.80157 0.00
C 0.18469 -3.82532 0.71931 0.00
C -0.87378 -2.97745 0.35993 0.01
H -9.42521 -9.65770 0.41256 0.00
H -9.20729 -8.30127 -0.71458 0.00
H -9.42950 -7.99256 1.03301 0.00
H -8.32831 -6.26047 -0.04370 0.00
H -6.76849 -4.41768 -0.17486 0.00
H -3.50595 -7.06703 0.68449 0.00
H -5.11208 -8.95412 0.82504 0.00
H -5.28575 -2.93158 -0.47109 0.00
H -4.92249 -0.44486 -1.03721 0.00
H -4.15677 1.85969 -1.52252 0.00
H -1.75552 2.43350 -1.21003 0.02
H 2.64711 -1.50808 0.57580 0.01
H 2.29733 -3.92387 1.06662 0.00
H -0.02111 -4.86883 0.91761 0.00
C 3.73279 1.48110 -4.29344 0.00
N 2.64149 1.20308 -3.35946 0.01
C 2.68121 -0.01230 -2.57415 0.01
C 1.50239 1.93010 -3.31059 0.02
C 1.32810 3.05752 -4.28511 0.00
O 0.62341 1.67349 -2.47259 0.04
H 4.65999 1.09971 -3.87098 0.00
H 3.84969 2.55150 -4.43774 0.00
H 3.56741 1.00724 -5.26196 0.00
H 3.53315 -0.60518 -2.90297 0.00
H 1.75952 -0.57209 -2.72756 0.00
H 3.64390 0.42688 -0.83722 0.01
H 1.57326 2.75787 -5.30285 0.00
H 1.98513 3.88667 -4.01291 0.00
H 0.29778 3.39734 -4.24033 0.00
N 4.50138 -2.16295 4.94078 0.03
C 4.77796 -1.51172 3.85251 0.76
O 2.75168 0.22242 -1.18112 0.03
C 4.58190 -0.25278 3.40259 0.03
C 4.65089 0.05602 2.01244 0.05
N 4.69571 0.29635 0.88891 0.01
C 4.21621 0.79624 4.30458 0.06
N 3.89746 1.60815 5.05513 0.03
H 3.84298 -1.80177 5.62435 0.03
H 4.94075 -3.04046 5.17665 0.00
Cl 4.36192 8.41431 0.28974 0.03
C 3.02874 7.38086 -0.07103 0.19
C 2.17678 6.97442 0.95318 -0.07
C 1.14201 6.11224 0.67257 0.18
C 0.91404 5.63356 -0.64245 -0.09
C -0.11576 4.72589 -0.90394 0.62
C 1.77521 6.10765 -1.66499 0.17
C 2.81802 6.96001 -1.38409 -0.08
H 2.33798 7.34237 1.95762 0.00
H 0.47302 5.80188 1.46707 0.00
H -0.32618 4.37975 -1.90646 0.06
H -0.73490 4.33730 -0.10371 -0.03
H 1.59085 5.80804 -2.68956 0.02
H 3.46971 7.31950 -2.16900 0.00
```